# 1
C26H24FeN4O3S | wB97M-V/def2-TZVPD

```
59
Properties=species:S:1:pos:R:3:mulliken_charge:R:1
C -2.01395 3.99579 -1.00175 -0.954
C -0.69445 -1.41870 4.12594 0.786
C -0.71858 -2.74538 3.58017 -0.892
C -1.79502 2.86292 -0.24447 -0.234
O -1.55362 -2.21045 0.16795 -0.382
H 5.72134 0.48591 -3.96215 0.427
C 2.23583 0.39751 2.05871 -1.153
C -3.32965 0.02501 -3.80148 -1.055
C -2.07443 1.61379 -0.79083 0.643
Fe -1.97793 -1.04856 -1.24312 -0.010
C 0.82937 -0.54238 -2.36022 0.520
C 4.71418 0.27287 -3.63002 -0.335
H -4.24424 0.59725 -3.93558 0.342
H -2.67368 4.77653 -2.89048 0.442
C 2.14988 -0.26722 -2.79336 0.414
C -0.96926 -0.31701 3.28741 0.991
N -1.56007 0.48420 1.13688 -0.488
H -1.01765 -3.99743 1.87381 0.513
H -3.17149 2.58569 -3.86116 0.470
H -1.80021 4.97058 -0.58622 0.449
C -2.78744 2.65090 -2.85373 -0.854
N -1.87782 0.38326 -0.13562 0.444
H 2.26940 -3.02732 0.57989 0.355
H 3.22185 0.72634 1.73376 0.439
C -1.25942 -1.92364 1.36837 1.088
H -1.40913 2.92454 0.76152 0.405
H 1.56662 1.25484 2.08580 0.293
H 2.07880 1.78326 -2.12625 0.552
H -1.17838 1.81459 3.21179 0.429
H -0.19323 0.20745 7.05420 0.438
C 2.66373 -2.18333 1.14399 -1.140
C -1.25390 -0.55517 1.87040 -0.041
H -0.51718 -3.56795 4.25617 0.451
N -2.30423 -2.62436 -2.13285 0.502
H 2.70577 -2.44708 2.20064 0.345
H 4.38985 2.26018 -2.88684 0.429
O -2.05726 -3.59968 -2.56129 -0.129
C 4.18540 -0.99791 -3.81850 -0.711
H -0.20950 -2.06528 6.12307 0.458
C 2.67560 1.01453 -2.59896 -0.352
C -0.95781 0.96328 3.84014 -0.302
H -2.57325 0.30913 -4.53142 0.392
N -0.23767 -0.76644 -2.01126 -0.079
C 3.96604 1.27510 -3.02381 -0.742
C -0.40593 0.05555 6.00509 -0.604
H 2.29790 -0.03822 3.05652 0.320
H -0.68164 2.14450 5.59479 0.452
C -2.56896 1.52531 -2.07776 0.906
H -3.55458 -1.03359 -3.87385 0.361
C 2.89675 -1.28035 -3.40179 -0.396
O -2.82499 0.24095 -2.46282 -0.253
H 4.77743 -1.76722 -4.29436 0.432
H 3.66249 -1.94446 0.78050 0.380
S 1.55382 -0.79098 0.89612 0.350
C -0.68050 1.14538 5.17990 -0.887
C -2.50503 3.88709 -2.29956 -0.663
C -0.41346 -1.21547 5.48482 -0.957
C -0.98703 -2.99483 2.27963 -1.069
H 2.47058 -2.26379 -3.54649 0.464
```

Charge: +2
Spin multiplicity: 1
Max |F| in eV Å⁻¹: 3.69
Frontier orbital gap (alpha / beta) in eV: 4.89 / 4.86
Total energy in eV: -84658.35086
ΔE to the lowest compared entry with this formula, charge and spin in kJ/mol: 7.94



# 2
C26H24MnN5O2SSi | wB97M-V/def2-TZVPD

```
60
Properties=species:S:1:pos:R:3:lowdin_spin:R:1
C -0.14893 1.58476 1.58718 0.001
H -2.26530 -2.71709 -3.16740 0.000
C -4.06773 -0.66528 1.09127 0.084
C 1.14230 3.98225 0.03923 -0.006
N -0.40222 -0.45661 0.67780 -0.041
C -1.02147 -3.44351 -4.76542 -0.002
C -3.30861 -2.65705 -0.63300 0.008
C 0.38973 4.26339 3.01460 0.000
C 4.11102 0.89885 1.32582 0.004
H 0.98915 -2.40491 2.86641 0.001
C 4.61617 -0.16786 0.59740 0.000
H 1.39810 3.98180 3.32474 0.000
N 1.57790 -1.36240 -1.17583 -0.036
H 2.17752 3.77360 0.30453 0.000
C -2.75165 -0.80587 0.63543 0.033
O 3.20330 -1.81813 -2.77705 0.013
H 0.37423 5.35175 2.93412 0.000
C -1.26015 -2.85741 -3.53790 0.007
N -2.38790 -1.75813 -0.28011 0.090
C 0.43355 0.72957 0.43183 -0.007
C 2.75875 1.16956 1.25901 0.000
C -1.65481 -0.02297 1.05699 0.328
N -0.26900 -2.39931 -2.76519 -0.002
C 1.90395 0.41908 0.45897 0.004
H -1.83212 5.11177 0.67017 0.000
O -1.60609 1.20992 1.55338 0.154
C 1.31552 -3.06015 -4.42199 -0.002
H 0.50535 -4.01639 -6.16068 0.001
C 2.42800 -0.63353 -0.32090 -0.003
N 0.08504 -1.68337 1.23756 0.060
H -0.30288 3.99253 3.81336 0.000
C -4.61629 -2.61411 -0.18701 0.096
C 3.79104 -0.92724 -0.20998 0.002
C 0.29668 0.98381 2.90780 0.001
H -6.02807 -1.50602 1.00227 -0.002
H 2.35274 -3.08925 -4.72153 0.000
Si -0.09343 3.52688 1.36452 -0.002
C 0.55880 -0.29379 3.23334 0.004
C -5.00389 -1.57995 0.66358 0.009
H 5.66882 -0.41157 0.64868 0.000
C 0.29027 -3.55650 -5.20557 0.009
C 0.99391 -2.48009 -3.20629 0.009
H -5.31688 -3.36829 -0.51302 0.005
Mn -0.34380 -1.53441 -0.91196 2.436
H 1.05147 5.05950 -0.12228 0.000
H 0.84233 -0.48631 4.26058 0.000
H -2.98081 -3.43796 -1.30562 -0.001
H 2.36537 1.97727 1.86391 0.000
H -2.55695 3.80733 1.61484 0.000
H 4.20355 -1.73873 -0.78575 0.000
C 2.06697 -1.85605 -2.34592 0.004
H -4.32142 0.12842 1.77852 0.004
S -0.22805 0.91991 -1.29023 -0.262
H 0.38557 1.69146 3.72443 0.000
H -1.84905 -3.79618 -5.36302 0.000
C 0.56157 -1.51473 2.41561 0.006
H -2.10511 3.53050 -0.06974 -0.001
C -1.81308 4.03592 0.85214 -0.001
H 4.76211 1.49726 1.94734 0.000
H 0.93487 3.49408 -0.91396 -0.006
```

Charge: +1
Expectation value of S²: 4.042
Spin multiplicity: 4
Max |F| in eV Å⁻¹: 1.37
Frontier orbital gap (alpha / beta) in eV: 5.85 / 6.90
Total energy in eV: -88923.16021



# 3
C26H24N4O2 | wB97M-V/def2-TZVPD

```
56
Properties=species:S:1:pos:R:3:mulliken_charge:R:1
O 3.07495 -0.37261 2.14839 -0.477
C -0.01415 1.50953 -0.94307 0.084
C -1.20852 4.53455 -5.63397 -0.603
N -0.93302 0.73313 -2.73887 -0.594
C -0.78113 -3.64829 -0.06830 -0.580
C -0.50268 -3.24979 3.67445 0.351
H -1.16525 5.48405 -5.64479 0.613
H 3.11923 2.05110 2.18564 0.399
C 2.94598 -1.51152 4.76130 -1.764
H -0.78138 -4.69866 0.24210 0.366
C -0.33342 2.59246 -1.70100 -0.686
C 1.40672 -3.51066 4.48627 -0.759
C 2.19461 0.18975 2.50545 0.666
C -1.56771 -1.08591 2.68288 -1.494
H 2.22259 -4.06692 4.97596 0.338
C -1.51883 3.83567 -6.59991 -0.590
H -0.63494 4.77281 -3.54525 0.077
H 1.23579 -2.92126 1.01117 0.202
H 2.80918 -0.41429 5.13147 0.265
C 0.28596 -4.05092 4.29160 -0.696
N 1.60347 1.70575 0.78087 0.333
H -2.36374 -1.97350 2.31286 0.278
C -0.70093 -0.99553 -1.01001 0.371
C 1.71436 -2.10587 4.19583 0.851
C -0.74370 3.93853 -4.39553 -0.363
H -0.27439 3.56511 -1.52612 0.576
C 0.41679 1.74912 0.52089 0.306
H -2.52419 -3.76362 -1.08413 0.787
N 1.12166 -0.21440 3.15052 -0.100
C 1.95583 1.58165 2.11309 -1.384
H 0.08154 -5.16411 4.54660 0.280
O -0.65946 1.46926 1.39859 -0.783
C -1.03731 2.50955 -4.25884 0.859
H 2.22581 1.79695 0.11970 0.118
C 0.51771 -1.66694 -0.36570 -0.018
C -0.46405 -1.97036 3.43535 0.071
C 0.72499 -1.35333 3.79962 1.014
H -2.42239 -1.42021 -2.10052 0.174
C -0.57866 0.31910 -1.73912 -0.318
H -2.00019 -0.58239 3.50702 0.532
C 0.20757 -2.73924 0.40400 0.130
H -2.33478 1.84890 -7.16768 0.260
C -1.52822 -1.90203 -1.43646 0.203
H 0.21776 0.57820 3.01117 0.429
H -1.66701 -3.83161 3.42307 -0.054
H 3.64670 -1.36401 3.91302 0.272
H -1.21243 -0.50810 1.76431 0.167
C -1.81268 -3.21046 -0.79366 -1.374
H 3.23788 -2.12982 5.59385 0.560
H 1.46445 2.41525 2.88799 0.222
N -0.69585 2.15947 -2.92280 0.587
C -1.61205 1.69036 -5.32987 -0.826
H -1.44225 0.70134 -5.17836 0.480
H -1.86955 4.16433 -7.59833 0.313
C -1.72004 2.42648 -6.41464 -0.257
H 1.20920 -0.78018 -0.01891 0.186
```

Spin multiplicity: 1
Max |F| in eV Å⁻¹: 16.17
Frontier orbital gap in eV: 8.50
Total energy in eV: -37391.20600
SMILES: Cc1cccc(C)c1NC(=O)CNC(=O)c1cn(-c2ccccc2)nc1-c1ccccc1
ΔE to the lowest compared entry with this formula, charge and spin in kJ/mol: 1501.68



# 4
C26H25BCl2F8IN4O2Ti | wB97M-V/def2-TZVPD

```
70
Properties=species:S:1:pos:R:3:mulliken_charge:R:1
C -2.84432 -1.25715 -0.04060 -0.143
C 1.25512 3.15058 -0.36268 -1.173
C -0.92706 0.04752 4.62697 -1.242
O -1.71572 -1.19006 0.43066 -0.314
C 2.28058 0.48072 1.85855 0.664
C 1.96505 -4.14674 0.72733 0.022
Ti -0.23735 0.56573 -0.03800 0.266
H -1.12208 1.45436 -4.93940 0.498
H -0.11765 -5.45278 3.60446 0.407
H 2.30440 3.34270 -0.53331 0.431
H -1.36537 0.73933 -2.67531 -0.167
H -5.35430 -1.39098 -0.46474 0.502
N 0.89238 -3.48228 1.10157 0.103
N -0.61754 0.49426 2.11566 -0.199
C 3.26726 2.39511 3.52936 0.261
C 0.47652 -5.16219 2.74753 -0.827
Cl -3.41589 3.80112 -1.07797 -0.190
O -1.85020 1.45411 -0.32837 0.443
N 0.50956 1.46776 -1.94212 0.943
B -0.66838 -3.00152 -2.74344 0.575
C 1.90957 0.88988 -2.11554 -0.147
C 3.65784 1.07915 3.70369 -0.621
C -0.61327 2.01934 -4.15979 -1.737
H 2.48866 1.11693 -1.21901 0.208
H 0.27395 2.47414 -4.56227 0.377
H -0.65788 -3.34479 2.37778 0.565
H -1.66726 0.68575 5.08240 0.365
H -0.52905 3.20494 -1.59769 0.188
H 1.81509 -0.19623 -2.15773 0.091
H -6.02147 2.72483 -1.42384 0.432
H 1.03192 3.49515 -2.44336 0.644
C 0.53132 2.91987 -1.67358 -0.758
F 2.02205 4.03408 2.35929 -0.302
H 2.96285 2.34502 -3.29540 0.380
C -5.33313 1.91079 -1.16009 -0.355
H 3.20518 -5.90168 0.93333 0.429
Cl -7.56778 0.35842 -1.18576 -0.185
F 3.45272 -1.18512 3.03695 -0.261
C 2.65851 1.31008 -3.37611 -1.420
N 1.04025 2.00308 0.51985 1.077
C 0.19873 -3.96208 2.12530 -0.245
H 3.59685 0.75535 -3.53944 0.411
H 4.32059 0.82661 4.52250 0.493
F 1.73823 -0.46761 1.05144 0.185
F 0.18719 -0.87637 -0.96375 -0.689
C -0.35794 1.00781 -3.07005 0.035
F 0.42336 -2.59527 -3.38099 -0.201
H -3.33435 -2.25943 -0.04713 0.288
C 3.12962 0.09389 2.87579 -0.089
H 0.07189 0.08999 -3.45864 0.392
C -4.03267 2.20023 -0.91162 0.208
C 2.31805 -5.39983 1.25243 -0.598
C -3.14169 1.19317 -0.54019 -0.460
H 2.05455 1.19917 -4.28561 0.264
C -3.64538 -0.11595 -0.43277 1.490
C -5.86542 0.63081 -0.95283 -0.047
F -0.63644 -3.95915 -1.85611 -0.162
C 2.43626 2.77018 2.45992 0.471
H 0.89267 4.08054 0.06526 0.542
F -1.81526 -2.44703 -2.99790 -0.151
I 3.26174 -3.32877 -0.72945 0.022
H 0.01863 0.17226 5.16356 0.313
C -0.77119 0.36803 3.23040 0.692
C -5.01249 -0.38478 -0.62986 -1.196
H 1.85676 -6.85873 2.72872 0.389
C 1.56807 -5.90850 2.28999 -0.288
F 3.75415 3.30535 4.36555 -0.304
C 1.92730 1.78537 1.59128 -1.234
H -1.25995 -0.99834 4.66954 0.305
H -1.25694 2.82982 -3.83461 0.333
```

Charge: +1
Spin multiplicity: 1
Max |F| in eV Å⁻¹: 2.06
Frontier orbital gap in eV: 7.27
Total energy in eV: -116102.47831
ΔE to the lowest compared entry with this formula, charge and spin in kJ/mol: 0.00



Question: max |F| of number 4 (C26H25BCl2F8IN4O2Ti)?
Answer: 2.06 eV Å⁻¹



Question: What is the total energy in the fourth record?
Answer: -116102.47831 eV



Question: Among the records above, which one has the highest max |F|?
Answer: C26H24N4O2